A | Here is a cluster of 3 separate species, C4H14O4 in total from the Open Molecules 2025 dataset. Energies are from the ωB97M-V functional and the def2-TZVPD basis.

Its SMILES is C[C@H](O)CCO.O.O. As for the HOMO energy: -0.373 Ha. The LUMO energy comes out at 0.465 eV. For the orbital gap, the calculation gives 10.623 eV.

Each line ends with the Mulliken charge.
Positions of all 22 atoms, in Å:
C  -0.529  0.927  1.959  -1.149
C  -0.245  1.411  0.535  0.080
O  -1.380  0.895  -0.362  -0.625
C  1.111  0.920  -0.027  -0.764
C  1.218  0.976  -1.622  -0.430
O  1.227  -0.351  -2.135  -0.503
H  -1.605  1.102  2.271  0.327
H  0.055  1.552  2.597  0.405
H  -0.389  -0.183  2.019  0.299
H  -0.231  2.538  0.323  0.397
H  -2.146  1.256  -0.053  0.285
H  1.944  1.560  0.342  0.456
H  1.411  -0.071  0.481  0.316
H  0.436  1.480  -2.082  0.304
H  2.296  1.191  -1.828  0.288
H  0.600  -0.774  -1.631  0.328
O  -0.634  -1.365  0.472  -0.878
H  -1.126  -0.689  0.068  0.434
H  -1.349  -1.975  0.815  0.325
O  -0.528  -3.705  -0.848  -0.674
H  -0.586  -2.874  -0.281  0.464
H  0.448  -3.823  -1.011  0.313

B | Here is a cluster of 5 separate species, C4H14O4 in total from the Open Molecules 2025 dataset. Energies are from the ωB97M-V functional and the def2-TZVPD basis.

Its SMILES is C=CC=C.O.O.O.O. As for the HOMO energy: -0.363 Ha. The LUMO energy comes out at 0.516 eV. For the orbital gap, the calculation gives 10.384 eV.

Each line ends with the Mulliken charge.
Positions of all 22 atoms, in Å:
C  1.037  -1.583  0.863  -0.303
C  1.702  -1.809  -0.254  -0.550
C  1.149  -1.994  -1.627  -0.228
C  1.004  -0.980  -2.448  -0.722
H  -0.042  -1.686  0.983  0.224
H  1.340  -1.518  1.903  0.209
H  2.781  -1.946  -0.173  0.515
H  0.962  -3.052  -1.772  0.328
H  0.689  -1.147  -3.484  0.251
H  1.221  0.074  -2.426  0.270
O  -1.307  2.625  -0.233  -0.606
H  -0.491  2.543  -0.718  0.283
H  -2.040  2.996  -0.717  0.308
O  2.337  0.692  1.008  -0.593
H  2.810  0.129  0.390  0.311
H  2.829  1.521  1.031  0.287
O  -2.739  0.472  -0.248  -0.632
H  -1.839  0.160  -0.151  0.312
H  -3.053  -0.304  0.240  0.314
O  -2.102  0.893  2.192  -0.624
H  -1.403  1.003  2.832  0.284
H  -2.178  1.584  1.531  0.363

The structure with the least stability is B.

A | Here is the ion C2H3N2O3 with charge -1 from the Open Molecules 2025 dataset. Energies are from the ωB97M-V functional and the def2-TZVPD basis.

Its SMILES is O=C=NCN([O-])O. Its total charge is -1. As for the HOMO energy: -0.099 Ha. The LUMO energy comes out at 3.998 eV. For the orbital gap, the calculation gives 6.682 eV.

Each line ends with the Mulliken charge.
Positions of all 10 atoms, in Å:
O  3.053  -0.024  0.046  -0.544
C  1.910  0.270  -0.013  0.588
N  0.875  0.886  0.003  -0.316
C  -0.572  0.740  -0.259  -0.168
N  -1.026  -0.606  -0.500  -0.018
O  -0.107  -1.442  -0.747  -0.748
O  -1.485  -0.919  0.973  -0.527
H  -1.102  1.377  0.471  0.264
H  -0.828  1.169  -1.251  0.194
H  -0.718  -1.450  1.278  0.273

B | Here is the ion C2H3N2O3 with charge -1 from the Open Molecules 2025 dataset. Energies are from the ωB97M-V functional and the def2-TZVPD basis.

Its SMILES is [O-][C@H]1N=CON1O. Its total charge is -1. As for the HOMO energy: -0.151 Ha. The LUMO energy comes out at 4.380 eV. For the orbital gap, the calculation gives 8.498 eV.

Each line ends with the Mulliken charge.
Positions of all 10 atoms, in Å:
O  -0.703  1.558  0.433  -0.762
C  -0.011  0.966  -0.458  0.351
N  1.361  0.447  0.038  -0.555
C  1.251  -0.788  0.341  -0.130
O  0.160  -1.494  0.127  -0.295
N  -0.847  -0.646  -0.600  -0.286
O  -1.926  -0.500  0.269  -0.416
H  0.226  1.317  -1.561  0.221
H  2.021  -1.262  0.770  0.520
H  -1.532  0.402  0.642  0.352

The structure with the least stability is B.

A | Here is a cluster of 2 separate species, H2O4P2 in total from the Open Molecules 2025 dataset. Energies are from the ωB97M-V functional and the def2-TZVPD basis.

Its total charge is -2. As for the HOMO energy: 0.012 Ha. The LUMO energy comes out at 7.268 eV. For the orbital gap, the calculation gives 6.943 eV.

Each line ends with the Mulliken charge.
Positions of all 8 atoms, in Å:
O  -0.384  -2.096  2.538  -0.638
O  -2.952  0.538  0.928  -0.733
O  -0.057  0.368  2.714  -0.590
O  -2.341  -1.431  -0.549  -0.700
P  -0.358  -0.775  1.851  0.128
P  -1.856  -0.294  0.297  0.606
H  1.328  -0.410  0.064  -0.078
H  -0.943  0.718  -0.186  0.006

B | Here is a cluster of 2 separate species, H2O4P2 in total from the Open Molecules 2025 dataset. Energies are from the ωB97M-V functional and the def2-TZVPD basis.

Its total charge is -2. As for the HOMO energy (spin up / spin down): 0.002 / 0.001 Ha. The LUMO energy (spin up / spin down) comes out at 6.557 / 6.529 eV. For the orbital gap (spin up / spin down), the calculation gives 6.512 / 6.506 eV.

Each line ends with the Mulliken charge.
Positions of all 8 atoms, in Å:
O  0.538  -1.465  -2.355  -0.717
O  -3.953  0.245  -1.207  -0.871
O  0.326  -2.075  0.095  -0.672
O  -0.634  1.775  -0.838  -0.614
P  0.410  -1.031  -0.919  0.512
P  -1.254  0.443  -0.561  0.378
H  1.525  -0.073  -0.582  -0.009
H  -1.070  0.221  0.974  -0.005

The structure with the least stability is B.

A | Here is a structure of composition C34H51CaN2O3SeSi from the Open Molecules 2025 dataset. Energies are from the ωB97M-V functional and the def2-TZVPD basis.

Its total charge is -1. As for the HOMO energy: -0.154 Ha. The LUMO energy comes out at 2.613 eV. For the orbital gap, the calculation gives 6.795 eV.

Each line ends with the Mulliken charge.
Positions of all 93 atoms, in Å:
Ca  -0.252  -0.435  -0.093  1.522
C  -3.218  -3.632  1.385  -2.245
C  -1.929  -3.497  0.620  0.751
C  -1.992  -3.198  -0.748  1.766
C  -3.345  -2.931  -1.358  -2.707
C  -0.815  -3.112  -1.499  0.899
C  -0.867  -2.872  -2.993  -2.461
C  0.428  -3.267  -0.869  1.010
C  1.691  -3.107  -1.689  -1.986
C  0.489  -3.548  0.500  1.281
C  1.816  -3.797  1.180  -2.146
C  -0.694  -3.629  1.253  1.747
C  -0.602  -3.827  2.747  -2.418
H  -3.968  -4.155  0.791  0.424
H  -3.611  -2.639  1.623  0.210
H  -3.089  -4.189  2.310  0.516
H  -3.928  -3.849  -1.471  0.437
H  -3.273  -2.460  -2.334  0.468
H  -3.904  -2.255  -0.709  0.411
H  -0.822  -1.806  -3.241  0.313
H  -1.781  -3.271  -3.426  0.546
H  -0.033  -3.357  -3.497  0.518
H  1.928  -4.019  -2.245  0.362
H  2.546  -2.867  -1.065  -0.043
H  1.594  -2.297  -2.412  0.355
H  2.194  -2.881  1.646  0.056
H  2.563  -4.178  0.486  0.600
H  1.707  -4.535  1.974  0.474
H  -0.544  -4.888  3.011  0.348
H  -1.463  -3.400  3.255  0.443
H  0.278  -3.325  3.148  0.218
C  -2.005  1.328  3.625  -2.001
C  -1.891  1.350  2.107  2.187
C  -2.291  2.705  1.535  -1.892
O  -0.526  1.120  1.716  0.021
C  -2.841  0.263  1.523  -0.231
O  -4.040  0.419  1.745  -0.787
O  -2.313  -0.692  0.856  -0.127
H  -1.412  2.136  4.060  0.427
H  -1.634  0.380  4.021  0.372
H  -3.049  1.447  3.909  0.444
H  -1.742  3.501  2.042  0.407
H  -3.362  2.858  1.654  0.397
H  -2.040  2.741  0.472  0.255
H  0.045  0.830  2.468  -0.564
C  3.865  -0.377  0.019  -0.685
C  3.212  0.476  -1.025  0.099
C  3.947  1.284  -1.872  -0.865
C  3.258  2.003  -2.852  -0.790
C  1.896  1.908  -2.959  -0.668
C  1.178  1.081  -2.051  0.301
N  1.877  0.395  -1.106  0.532
N  -0.155  0.906  -2.028  0.185
Si  -1.279  1.426  -3.206  -0.121
C  -2.940  0.703  -2.704  -0.648
C  -1.484  3.296  -3.276  -1.135
C  -0.824  0.839  -4.945  -1.240
H  3.813  -1.428  -0.274  0.138
H  3.340  -0.288  0.967  -0.187
H  4.911  -0.111  0.164  0.412
H  5.022  1.343  -1.774  0.465
H  3.805  2.644  -3.536  0.396
H  1.359  2.467  -3.714  0.298
H  -3.484  1.388  -2.049  0.315
H  -2.820  -0.230  -2.149  -0.230
H  -3.575  0.498  -3.570  0.429
H  -1.756  3.675  -2.288  0.269
H  -2.277  3.578  -3.975  0.348
H  -0.568  3.801  -3.588  0.305
H  -0.218  -0.070  -4.904  0.300
H  -0.251  1.591  -5.493  0.323
H  -1.721  0.618  -5.528  0.455
C  7.311  1.363  3.735  -1.572
C  5.880  0.894  3.668  0.673
C  4.869  1.716  3.196  -1.220
C  3.545  1.290  3.110  1.405
C  2.517  2.234  2.559  -1.365
C  3.205  -0.014  3.513  0.248
Se  1.407  -0.656  3.399  -0.117
C  4.220  -0.848  4.018  0.888
C  3.908  -2.234  4.510  -1.411
C  5.529  -0.385  4.079  -1.131
H  7.395  2.404  3.419  0.341
H  7.957  0.765  3.088  0.310
H  7.708  1.287  4.750  0.350
H  5.114  2.723  2.868  0.210
H  2.975  3.186  2.285  0.327
H  1.726  2.416  3.291  0.280
H  2.024  1.819  1.677  0.063
H  3.113  -2.207  5.257  0.300
H  4.796  -2.698  4.944  0.407
H  3.542  -2.870  3.700  0.122
H  6.299  -1.047  4.469  0.308

B | Here is a structure of composition C34H51CaN2O3SeSi from the Open Molecules 2025 dataset. Energies are from the ωB97M-V functional and the def2-TZVPD basis.

Its total charge is -1. As for the HOMO energy: -0.145 Ha. The LUMO energy comes out at 2.524 eV. For the orbital gap, the calculation gives 6.468 eV.

Each line ends with the Mulliken charge.
Positions of all 93 atoms, in Å:
Ca  -0.247  0.695  1.659  1.712
C  2.071  4.133  1.521  -2.305
C  0.678  3.686  1.164  1.360
C  0.338  3.293  -0.133  1.624
C  1.327  3.345  -1.271  -2.221
C  -0.966  2.834  -0.404  1.382
C  -1.346  2.518  -1.829  -2.178
C  -1.892  2.709  0.638  0.638
C  -3.250  2.091  0.391  -2.096
C  -1.574  3.185  1.925  0.966
C  -2.672  3.220  2.969  -2.255
C  -0.284  3.653  2.191  1.767
C  0.150  4.068  3.574  -2.263
H  2.057  5.058  2.099  0.387
H  2.693  4.306  0.649  0.491
H  2.541  3.361  2.137  0.238
H  1.192  4.257  -1.860  0.337
H  1.195  2.496  -1.940  0.263
H  2.355  3.312  -0.928  0.321
H  -0.878  1.587  -2.168  0.130
H  -0.996  3.308  -2.493  0.413
H  -2.421  2.430  -1.960  0.508
H  -3.997  2.847  0.129  0.393
H  -3.602  1.556  1.272  0.422
H  -3.197  1.364  -0.414  -0.007
H  -3.627  3.456  2.504  0.446
H  -2.485  3.984  3.719  0.535
H  -2.776  2.258  3.478  0.213
H  0.512  5.098  3.584  0.500
H  0.968  3.417  3.891  0.173
H  -0.644  3.987  4.309  0.345
C  1.969  -1.981  1.690  -1.549
C  2.293  -0.526  1.348  1.769
C  3.652  -0.399  0.678  -1.780
O  1.270  0.025  0.500  1.403
C  2.280  0.278  2.688  -0.219
O  3.113  -0.011  3.539  -0.779
O  1.369  1.170  2.782  -0.804
H  2.078  -2.614  0.809  0.355
H  0.940  -2.052  2.055  0.085
H  2.641  -2.324  2.475  0.422
H  3.702  -1.055  -0.192  0.214
H  4.435  -0.665  1.387  0.447
H  3.804  0.629  0.346  0.345
H  1.388  -0.273  -0.435  -1.220
C  -0.739  0.923  5.424  -1.045
C  -1.722  0.108  4.629  0.171
C  -2.852  -0.428  5.216  -0.831
C  -3.755  -1.118  4.397  -0.666
C  -3.488  -1.300  3.067  -1.068
C  -2.274  -0.789  2.515  0.626
N  -1.459  -0.044  3.323  0.281
N  -1.848  -0.927  1.261  0.326
Si  -2.311  -2.068  0.065  -0.650
C  -0.755  -2.893  -0.607  -0.502
C  -3.464  -3.485  0.610  -1.337
C  -3.176  -1.205  -1.381  -0.950
H  -0.731  0.609  6.468  0.517
H  -1.020  1.978  5.390  0.026
H  0.258  0.827  4.997  0.053
H  -3.042  -0.298  6.273  0.453
H  -4.671  -1.511  4.825  0.413
H  -4.178  -1.814  2.414  0.409
H  -0.179  -3.373  0.185  0.302
H  -0.118  -2.154  -1.102  -0.216
H  -1.009  -3.656  -1.349  0.481
H  -3.228  -3.830  1.620  0.375
H  -3.360  -4.338  -0.063  0.410
H  -4.513  -3.176  0.595  0.341
H  -2.480  -0.523  -1.880  0.102
H  -4.050  -0.632  -1.059  0.376
H  -3.512  -1.932  -2.126  0.468
C  3.157  -4.546  -6.664  -1.496
C  2.709  -3.440  -5.741  0.652
C  3.621  -2.662  -5.046  -1.006
C  3.217  -1.653  -4.176  0.806
C  4.248  -0.818  -3.474  -1.278
C  1.844  -1.430  -3.974  0.306
Se  1.247  -0.088  -2.762  -0.249
C  0.905  -2.201  -4.684  0.907
C  -0.569  -1.981  -4.507  -1.418
C  1.357  -3.185  -5.556  -0.990
H  4.227  -4.487  -6.863  0.332
H  2.627  -4.499  -7.618  0.347
H  2.947  -5.524  -6.224  0.291
H  4.685  -2.842  -5.180  0.242
H  5.257  -1.049  -3.821  0.383
H  4.199  -0.979  -2.396  -0.008
H  4.043  0.241  -3.638  0.326
H  -0.819  -0.931  -4.666  0.332
H  -0.864  -2.214  -3.481  0.050
H  -1.145  -2.601  -5.198  0.385
H  0.629  -3.774  -6.108  0.294

The structure with the least stability is B.